The following is a DFT calculation (ωB97M-V/def2-TZVPD) of a molecular structure, C10H13EuNP.

Computed properties:
Charge = -1
2S+1 = 8
Kohn-Sham gap (spin up / spin down) = 0.155 / 0.181 Ha

Last column: Mulliken charge in e.
Cartesian coordinates (Å):
C: 0.43 1.83 -1.42  0.43
C: 0.26 3.13 -0.87  -0.90
C: -1.05 3.60 -1.21  -0.39
C: -1.70 2.59 -1.98  -0.75
C: -0.82 1.48 -2.11  -0.27
Eu: 0.73 -1.77 -1.75  -0.02
P: 3.41 -1.03 -0.83  -0.16
H: 1.33 1.21 -1.37  -0.08
H: 1.00 3.68 -0.29  0.35
H: -1.47 4.56 -0.94  0.39
H: -1.01 0.55 -2.66  0.10
H: -2.70 2.66 -2.40  0.34
H: 3.77 -0.94 0.56  0.08
H: 4.04 0.20 -1.23  0.09
H: 4.51 -1.88 -1.21  0.08
C: -1.31 -2.00 2.92  -0.23
C: -0.38 -2.84 2.32  -0.60
C: 0.00 -2.59 0.99  0.09
N: -0.54 -1.56 0.30  -0.33
C: -1.44 -0.73 0.88  -0.19
C: -1.85 -0.93 2.20  -0.60
H: -1.62 -2.17 3.95  0.34
H: 0.08 -3.68 2.84  0.33
H: 0.73 -3.23 0.46  0.20
H: -1.81 0.08 0.24  0.34
H: -2.58 -0.24 2.62  0.35

The following is a DFT calculation (ωB97M-V/def2-TZVPD) of a molecular structure, C41H55N4O4Ti.

Computed properties:
Charge = +2
2S+1 = 2
Kohn-Sham gap (spin up / spin down) = 0.253 / 0.201 Ha

Last column: Mulliken charge in e.
Cartesian coordinates (Å):
Ti: 0.31 -1.37 1.03  0.15
C: -0.30 5.57 -0.26  -2.00
C: 0.01 5.31 1.21  1.90
C: -1.15 5.83 2.07  -1.63
C: 1.30 6.06 1.58  -1.67
C: 0.21 3.83 1.50  -0.70
C: 0.10 2.86 0.52  -0.86
C: 0.30 1.51 0.88  0.31
N: 0.26 0.42 0.08  0.94
C: 0.14 0.34 -1.30  0.39
C: 0.28 1.34 -2.26  -0.71
C: 0.06 1.04 -3.59  -1.11
C: -0.27 -0.28 -3.94  -0.25
C: -0.37 -1.33 -3.04  -0.97
C: -0.14 -0.98 -1.71  0.66
O: -0.14 -1.86 -0.66  -0.66
C: -0.65 -2.77 -3.46  2.62
C: -1.87 -3.33 -2.73  -1.67
C: -0.92 -2.87 -4.97  -2.34
C: 0.59 -3.63 -3.15  -1.71
C: 0.21 2.15 -4.64  2.18
C: 1.66 2.65 -4.62  -1.60
C: -0.11 1.66 -6.05  -2.22
C: -0.73 3.30 -4.29  -1.40
C: 0.54 1.16 2.24  0.79
O: 0.60 -0.18 2.40  -1.30
C: 0.65 2.10 3.26  -0.06
C: 0.51 3.42 2.82  -0.17
C: 0.93 1.84 4.74  2.05
C: 0.96 0.36 5.12  -1.87
C: 2.29 2.46 5.09  -1.67
C: -0.18 2.51 5.57  -1.64
H: -0.43 6.64 -0.42  0.53
H: -1.23 5.08 -0.57  0.41
H: 0.50 5.24 -0.91  0.37
H: -1.29 6.90 1.88  0.45
H: -0.96 5.72 3.14  0.35
H: -2.08 5.32 1.83  0.38
H: 1.18 7.12 1.38  0.47
H: 2.15 5.70 0.99  0.38
H: 1.55 5.96 2.64  0.35
H: -0.18 3.14 -0.48  0.96
H: 0.59 2.33 -1.98  1.02
H: -0.45 -0.49 -4.98  0.74
H: -2.75 -2.69 -2.86  0.40
H: -1.68 -3.47 -1.67  0.14
H: -2.13 -4.31 -3.14  0.56
H: -1.79 -2.29 -5.26  0.45
H: -1.11 -3.91 -5.23  0.43
H: -0.06 -2.53 -5.56  0.50
H: 0.83 -3.62 -2.08  0.19
H: 1.46 -3.29 -3.70  0.40
H: 0.39 -4.67 -3.43  0.47
H: 2.36 1.85 -4.87  0.36
H: 1.94 3.05 -3.64  0.28
H: 1.79 3.45 -5.35  0.46
H: 0.56 0.87 -6.38  0.44
H: -0.01 2.49 -6.75  0.43
H: -1.14 1.30 -6.13  0.40
H: -0.49 3.75 -3.32  0.19
H: -1.77 2.97 -4.26  0.35
H: -0.65 4.09 -5.04  0.49
H: 0.60 4.20 3.57  0.53
H: 1.74 -0.18 4.59  0.30
H: 0.00 -0.12 4.92  0.25
H: 1.15 0.28 6.19  0.59
H: 3.09 1.99 4.54  0.34
H: 2.48 2.33 6.16  0.46
H: 2.32 3.53 4.89  0.34
H: -1.16 2.12 5.31  0.36
H: -0.20 3.60 5.44  0.35
H: -0.01 2.32 6.63  0.48
O: -5.46 -3.69 -2.29  -0.48
C: -5.73 -4.27 -1.03  -0.45
N: -4.73 -3.70 -0.15  -0.13
C: -4.41 -4.28 1.02  0.33
O: -4.94 -5.29 1.45  -0.61
C: -3.31 -3.63 1.82  0.35
C: -3.27 -3.86 3.19  -0.47
C: -2.25 -3.31 3.95  -1.04
C: -1.28 -2.56 3.31  -0.28
N: -1.29 -2.37 1.98  0.30
C: -2.29 -2.89 1.25  -0.13
H: -6.22 -3.83 -2.87  0.29
H: -5.60 -5.36 -1.03  0.33
H: -6.74 -4.02 -0.69  0.35
H: -4.41 -2.78 -0.39  0.21
H: -4.04 -4.48 3.64  0.55
H: -2.19 -3.45 5.02  0.50
H: -0.47 -2.09 3.86  0.54
H: -2.23 -2.73 0.18  0.15
C: 6.18 -3.79 0.81  -1.41
C: 4.80 -3.23 0.86  1.07
C: 3.72 -3.97 1.34  -0.96
C: 2.46 -3.40 1.37  -0.44
N: 2.23 -2.14 0.96  0.42
C: 3.26 -1.42 0.49  -0.43
C: 4.54 -1.92 0.43  -0.86
H: 6.21 -4.82 1.18  0.37
H: 6.86 -3.18 1.40  0.36
H: 6.55 -3.78 -0.22  0.36
H: 3.85 -4.98 1.69  0.40
H: 1.61 -3.96 1.74  0.54
H: 3.04 -0.41 0.15  0.60
H: 5.34 -1.30 0.04  0.47

The following is a DFT calculation (ωB97M-V/def2-TZVPD) of N2O3S in the gas phase.

Computed properties:
Kohn-Sham gap (spin up / spin down) = 0.303 / 0.303 Ha
SMILES = O=NS[N+](=O)[O-]

Last column: Mulliken charge in e.
Cartesian coordinates (Å):
O: 1.92 -1.43 -0.30  -0.34
N: 0.93 -1.46 -0.97  0.26
S: -0.40 -0.60 -0.79  0.19
N: -0.82 0.95 0.52  0.77
O: -1.34 0.68 1.56  -0.44
O: -0.29 1.86 -0.01  -0.43

The following is a DFT calculation (ωB97M-V/def2-TZVPD) of 3 unconnected molecules or ions with the total composition C46H42N2O7.

Computed properties:
Kohn-Sham gap = 0.261 Ha
SMILES = CNCc1ccc(CCCCCCCOC)c2c1C(=O)NC2=O.O=C1c2ccccc2C(=O)c2ccccc21.O=C1c2ccccc2C(=O)c2ccccc21

Last column: Mulliken charge in e.
Cartesian coordinates (Å):
C: 6.53 -2.39 4.20  -0.59
N: 6.81 -2.16 2.72  -0.38
C: 5.56 -2.40 1.87  -0.79
C: 4.42 -1.31 2.36  0.42
C: 3.27 -1.76 3.48  -0.50
C: 2.15 -0.67 4.03  -0.47
C: 2.25 0.86 3.39  0.36
C: 1.16 1.96 3.96  -0.44
C: -0.33 1.27 3.77  0.04
C: -1.57 2.28 4.23  -0.65
C: -2.84 1.88 3.22  -0.67
C: -3.08 0.23 3.13  -0.41
C: -2.67 -0.41 1.68  -0.67
C: -2.07 -1.94 1.74  -0.40
O: -2.49 -2.72 2.91  -0.24
C: -1.48 -3.71 3.32  -0.70
C: 3.35 1.30 2.26  0.06
C: 4.45 0.20 1.74  0.28
C: 5.40 0.93 0.63  0.24
O: 6.56 0.59 0.06  -0.54
N: 4.64 2.26 0.39  -0.31
C: 3.63 2.70 1.45  0.09
O: 3.08 3.90 1.69  -0.53
H: 6.01 -1.44 4.70  0.20
H: 7.50 -2.59 4.84  0.26
H: 5.73 -3.26 4.28  0.19
H: 7.02 -1.12 2.65  0.30
H: 5.88 -2.12 0.76  0.31
H: 5.17 -3.51 1.90  0.33
H: 3.31 -2.87 3.88  0.26
H: 1.31 -0.93 4.84  0.25
H: 1.34 2.04 5.12  0.27
H: 1.29 2.98 3.38  0.36
H: -0.41 0.98 2.62  0.01
H: -0.46 0.29 4.44  0.02
H: -1.84 2.09 5.38  0.27
H: -1.25 3.41 4.15  0.32
H: -3.81 2.47 3.52  0.28
H: -2.46 2.19 2.13  0.28
H: -2.60 -0.33 4.07  0.22
H: -4.25 0.07 3.26  0.36
H: -3.64 -0.41 0.98  0.33
H: -1.86 0.25 1.10  0.33
H: -0.90 -1.90 1.57  0.39
H: -2.51 -2.50 0.78  0.18
H: -1.15 -3.41 4.42  0.22
H: -1.90 -4.82 3.42  0.23
H: -0.55 -3.78 2.61  0.31
H: 4.02 1.97 -0.42  0.31
O: -9.01 -4.19 -1.69  -0.68
C: -7.89 -4.66 -1.58  0.66
C: -7.38 -5.62 -2.59  0.15
C: -8.18 -5.97 -3.68  -0.55
C: -7.69 -6.84 -4.65  -0.45
C: -6.40 -7.36 -4.54  -0.46
C: -5.61 -7.03 -3.44  -0.54
C: -6.10 -6.16 -2.46  0.24
C: -5.26 -5.82 -1.29  0.53
O: -4.15 -6.34 -1.16  -0.68
C: -5.76 -4.85 -0.30  0.36
C: -4.95 -4.50 0.79  -0.89
C: -5.40 -3.56 1.72  -0.24
C: -6.66 -2.97 1.56  -0.71
C: -7.47 -3.33 0.48  -0.55
C: -7.02 -4.28 -0.45  0.19
H: -9.19 -5.56 -3.78  0.45
H: -8.31 -7.11 -5.50  0.39
H: -6.02 -8.03 -5.31  0.39
H: -4.60 -7.44 -3.36  0.45
H: -3.97 -4.96 0.92  0.55
H: -4.78 -3.29 2.56  0.50
H: -7.00 -2.23 2.27  0.41
H: -8.44 -2.86 0.36  0.45
O: 3.62 3.25 -3.70  -0.70
C: 3.70 4.44 -3.98  0.57
C: 3.55 5.48 -2.93  0.16
C: 3.33 5.09 -1.60  -0.51
C: 3.23 6.06 -0.60  -0.31
C: 3.34 7.41 -0.93  -0.57
C: 3.54 7.80 -2.25  -0.55
C: 3.64 6.83 -3.26  0.34
C: 3.83 7.25 -4.66  0.64
O: 3.86 8.44 -4.95  -0.68
C: 4.00 6.22 -5.70  0.15
C: 4.22 6.60 -7.03  -0.55
C: 4.42 5.64 -8.02  -0.44
C: 4.39 4.28 -7.68  -0.47
C: 4.16 3.89 -6.36  -0.51
C: 3.96 4.86 -5.37  0.16
H: 3.25 4.04 -1.34  0.23
H: 3.07 5.76 0.43  0.52
H: 3.28 8.16 -0.15  0.40
H: 3.63 8.85 -2.50  0.45
H: 4.24 7.66 -7.30  0.45
H: 4.59 5.94 -9.05  0.39
H: 4.56 3.53 -8.45  0.39
H: 4.14 2.84 -6.11  0.44

The following is a DFT calculation (ωB97M-V/def2-TZVPD) of 4 unconnected molecules or ions with the total composition C32H48BrF24N5O4.

Computed properties:
Kohn-Sham gap = 0.326 Ha
SMILES = C#CCCCCO[C@@H](CC(N)(N)N)[C@H](CCCBr)NCCCCN.FC(F)C(F)(F)COC(F)(F)C(F)F.FC(F)C(F)(F)COC(F)(F)C(F)F.FC(F)C(F)(F)COC(F)(F)C(F)F

Last column: Mulliken charge in e.
Cartesian coordinates (Å):
C: 4.21 0.24 3.53  -0.19
C: 3.25 0.88 3.89  -0.97
C: 2.09 1.67 4.29  0.62
C: 2.22 3.16 3.89  -0.75
C: 1.56 3.45 2.55  -0.69
C: 0.03 3.48 2.54  0.27
O: -0.46 3.89 3.81  -0.30
C: -1.84 3.65 4.09  0.08
C: -2.73 3.81 2.86  -1.74
C: -4.26 4.05 3.10  0.96
N: -4.66 5.18 2.22  -0.69
N: -4.66 4.41 4.45  -0.80
N: -4.96 2.81 2.82  -0.58
C: -1.96 2.31 4.85  -0.04
C: -1.05 2.31 6.09  -0.11
C: -1.11 3.55 6.99  -1.03
C: -2.50 3.79 7.55  -0.31
Br: -2.52 5.29 8.78  -0.18
N: -1.57 1.18 4.00  0.36
C: -2.65 0.37 3.45  -0.48
C: -3.55 -0.35 4.49  -0.86
C: -3.43 -1.88 4.42  -0.66
C: -4.23 -2.50 3.26  -0.75
N: -3.49 -3.37 2.33  -0.70
H: 5.05 -0.34 3.25  0.46
H: 1.19 1.26 3.82  -0.31
H: 1.97 1.58 5.38  0.40
H: 3.28 3.40 3.80  0.54
H: 1.82 3.81 4.68  0.24
H: 1.89 2.70 1.82  0.06
H: 1.93 4.41 2.18  0.44
H: -0.29 4.19 1.78  0.24
H: -0.36 2.49 2.29  0.02
H: -2.13 4.45 4.78  0.69
H: -2.61 2.95 2.19  0.28
H: -2.38 4.68 2.31  0.42
H: -5.27 4.83 1.49  0.28
H: -5.23 5.82 2.77  0.29
H: -4.17 5.22 4.79  0.31
H: -4.56 3.64 5.08  0.21
H: -4.81 2.51 1.87  0.28
H: -5.96 2.96 2.97  0.26
H: -3.00 2.21 5.21  -0.09
H: -1.32 1.43 6.68  0.60
H: -0.02 2.17 5.76  -0.62
H: -0.41 3.41 7.82  0.62
H: -0.76 4.42 6.44  0.34
H: -2.86 2.93 8.12  0.40
H: -3.22 4.03 6.78  -0.05
H: -0.96 0.57 4.54  0.38
H: -2.17 -0.39 2.82  0.43
H: -3.25 0.99 2.79  -0.17
H: -3.32 0.01 5.50  0.31
H: -4.59 -0.07 4.31  0.47
H: -2.38 -2.16 4.33  0.35
H: -3.77 -2.30 5.37  0.36
H: -4.70 -1.71 2.66  0.34
H: -5.04 -3.11 3.66  0.43
H: -2.68 -2.87 1.97  0.28
H: -3.11 -4.16 2.84  0.25
F: 4.21 -0.78 0.24  -0.19
C: 4.73 -1.87 -0.36  -0.01
F: 5.73 -1.48 -1.18  -0.28
C: 3.66 -2.57 -1.20  1.00
F: 3.25 -1.75 -2.19  -0.29
F: 4.30 -3.64 -1.77  -0.35
C: 2.44 -3.16 -0.47  -0.90
O: 1.25 -2.38 -0.53  -0.33
C: 0.93 -1.47 0.43  0.62
F: 1.83 -1.43 1.43  -0.25
F: -0.26 -1.83 0.97  -0.32
C: 0.71 -0.07 -0.17  0.21
F: 1.84 0.37 -0.77  -0.22
F: 0.41 0.78 0.84  -0.19
H: 5.13 -2.55 0.40  0.32
H: 2.19 -4.06 -1.04  0.39
H: 2.69 -3.46 0.54  0.37
H: -0.10 -0.09 -0.90  0.11
F: -0.78 0.69 -6.36  -0.24
C: -0.88 -0.16 -5.32  0.15
F: -2.06 0.07 -4.69  -0.29
C: 0.25 0.08 -4.32  1.03
F: 0.13 1.31 -3.78  -0.33
F: 0.02 -0.84 -3.32  -0.35
C: 1.69 -0.17 -4.79  -0.07
O: 2.44 0.97 -5.15  -0.47
C: 2.46 1.43 -6.43  0.83
F: 1.75 0.66 -7.27  -0.28
F: 3.75 1.42 -6.86  -0.31
C: 2.00 2.90 -6.50  0.18
F: 0.74 3.01 -6.06  -0.22
F: 2.05 3.30 -7.80  -0.26
H: -0.87 -1.19 -5.68  0.17
H: 2.20 -0.55 -3.90  0.01
H: 1.76 -0.96 -5.53  0.40
H: 2.66 3.53 -5.90  0.25
F: 4.26 -5.01 -7.51  -0.20
C: 4.47 -6.20 -8.11  0.07
F: 5.40 -6.04 -9.07  -0.26
C: 3.18 -6.70 -8.77  0.89
F: 2.81 -5.86 -9.75  -0.27
F: 3.52 -7.89 -9.34  -0.33
C: 1.99 -7.00 -7.85  -0.71
O: 0.99 -6.01 -7.77  -0.39
C: 1.00 -5.03 -6.82  0.83
F: 2.03 -5.16 -5.96  -0.28
F: -0.14 -5.14 -6.09  -0.31
C: 0.97 -3.63 -7.44  0.07
F: 2.05 -3.43 -8.21  -0.24
F: 0.99 -2.72 -6.43  -0.24
H: 4.83 -6.92 -7.38  0.29
H: 1.49 -7.85 -8.33  0.39
H: 2.32 -7.33 -6.87  0.33
H: 0.06 -3.50 -8.04  0.25

The following is a DFT calculation (ωB97M-V/def2-TZVPD) of a gas-phase ion, C5H13N7O (charge +2).

Computed properties:
Charge = +2
Kohn-Sham gap (spin up / spin down) = 0.269 / 0.269 Ha
SMILES = [NH2+]=CN/C=C(\NCCN=O)NN=[NH2+]

Last column: Mulliken charge in e.
Cartesian coordinates (Å):
N: 3.03 -3.05 -0.29  -0.29
C: 2.22 -2.03 -0.62  0.22
N: 1.05 -1.75 0.02  -0.17
C: -0.04 -1.44 -0.78  -0.97
C: -0.71 -0.22 -0.58  0.48
N: -0.51 0.42 0.64  -0.22
C: -0.53 1.80 1.00  -0.35
C: 0.40 2.09 2.21  -0.79
N: 1.81 1.92 1.62  -0.01
O: 2.05 0.77 1.14  -0.21
N: -1.84 0.09 -1.43  0.12
N: -2.56 1.06 -1.10  0.32
N: -3.52 1.44 -1.74  -0.61
H: 2.80 -3.56 0.48  0.21
H: 4.01 -3.20 -0.55  0.29
H: 2.49 -1.45 -1.57  0.41
H: 0.84 -2.29 0.79  0.24
H: -0.15 -2.10 -1.61  0.40
H: 0.33 0.00 1.39  0.41
H: -0.16 2.41 0.16  0.36
H: -1.58 2.12 1.28  0.32
H: 0.51 1.24 2.90  0.52
H: 0.22 3.14 2.56  0.32
H: -2.11 -0.63 -2.05  0.32
H: -3.93 0.97 -2.60  0.29
H: -4.14 2.25 -1.26  0.37

The following is a DFT calculation (ωB97M-V/def2-TZVPD) of 2 unconnected molecules or ions with the total composition C3H12N2O.

Computed properties:
Kohn-Sham gap = 0.372 Ha
SMILES = CCNCN.O

Last column: Mulliken charge in e.
Cartesian coordinates (Å):
C: -1.48 1.81 -0.20  -1.18
C: -1.10 0.43 0.29  -0.22
N: 0.19 0.00 -0.10  -0.42
C: 0.39 -1.26 -0.78  -0.76
N: 1.44 -1.21 -1.72  -0.60
H: -1.63 1.51 -1.20  0.35
H: -2.50 2.11 0.20  0.32
H: -0.61 2.50 -0.06  0.29
H: -1.78 -0.40 0.09  0.34
H: -1.13 0.50 1.49  0.25
H: 0.47 0.56 -0.92  0.26
H: 0.37 -2.13 -0.13  0.46
H: -0.46 -1.57 -1.33  0.48
H: 1.36 -2.03 -2.23  0.21
H: 2.27 -1.05 -1.17  0.23
O: 1.30 -0.17 2.91  -0.69
H: 0.99 -0.15 1.90  0.37
H: 1.91 0.55 2.96  0.30

The following is a DFT calculation (ωB97M-V/def2-TZVPD) of C3H4N2 in the gas phase.

Computed properties:
Kohn-Sham gap = 0.382 Ha
SMILES = c1cn[nH]c1

Last column: Mulliken charge in e.
Cartesian coordinates (Å):
C: 0.90 -0.30 0.41  -0.38
C: 0.14 0.71 0.99  -0.30
N: -0.98 0.96 0.30  -0.80
N: -0.95 0.10 -0.66  0.37
C: 0.11 -0.66 -0.70  -0.18
H: 1.89 -0.75 0.61  0.31
H: 0.27 1.08 2.02  0.36
H: -1.63 0.16 -1.40  0.23
H: 0.25 -1.30 -1.56  0.39

Asked for max |F| across the records above, the calculation gives 2.4 0.4 3.7 8.9 0.7 5.6 5.2 2.5 eV/Å in order.